The following is a quantum chemistry calculation of C31H46Cl2NPTi as an isolated structure, from the OMol25 dataset.

The calculation puts the molar mass at 582.46 g mol⁻¹. Its total charge is 0. The value obtained for the calculated total energy is -3374.828248 a.u. The LUMO energy comes out at -0.03596 hartree.

Last column: Löwdin charge in e.
Cartesian coordinates (Å):
P1 -0.19 0.94 -2.89  1.012
C1 -1.81 0.32 -3.39  -0.471
C2 -2.36 1.11 -4.58  -0.225
C3 -3.79 0.68 -4.87  -0.202
C4 -3.91 -0.86 -4.99  -0.199
C5 -3.28 -1.67 -3.84  -0.198
C6 -1.85 -1.22 -3.55  -0.207
C7 1.23 0.19 -3.73  -0.468
C8 1.17 0.52 -5.23  -0.227
C9 2.51 0.13 -5.87  -0.203
C10 2.90 -1.33 -5.55  -0.199
C11 2.79 -1.75 -4.07  -0.193
C12 1.44 -1.32 -3.48  -0.206
C13 -0.09 2.77 -2.83  -0.446
C14 -1.20 3.35 -1.91  -0.236
C15 -1.16 4.88 -1.84  -0.202
C16 0.21 5.45 -1.45  -0.213
C17 1.37 4.81 -2.21  -0.202
C18 1.27 3.27 -2.28  -0.219
H1 -2.41 0.55 -2.48  0.086
H2 -1.71 0.95 -5.46  0.112
H3 -2.33 2.18 -4.37  0.093
H4 -4.14 1.17 -5.79  0.109
H5 -4.40 1.01 -4.02  0.113
H6 -4.98 -1.12 -5.04  0.105
H7 -3.44 -1.16 -5.92  0.107
H8 -3.86 -1.53 -2.92  0.112
H9 -3.27 -2.74 -4.09  0.111
H10 -1.45 -1.70 -2.65  0.095
H11 -1.19 -1.51 -4.39  0.102
H12 2.10 0.71 -3.26  0.104
H13 3.27 0.80 -5.43  0.110
H14 0.98 1.59 -5.38  0.103
H15 0.35 -0.02 -5.71  0.107
H16 2.46 0.30 -6.95  0.107
H17 3.94 -1.50 -5.88  0.103
H18 2.25 -1.99 -6.14  0.108
H19 2.90 -2.84 -3.96  0.109
H20 3.59 -1.26 -3.49  0.113
H21 1.36 -1.54 -2.40  0.082
H22 0.65 -1.90 -3.96  0.090
H23 -0.24 3.07 -3.90  0.107
H24 -2.20 3.02 -2.24  0.097
H25 -1.10 2.94 -0.89  0.054
H26 -1.40 5.25 -2.85  0.110
H27 -1.95 5.24 -1.16  0.110
H28 0.38 5.31 -0.37  0.106
H29 0.19 6.53 -1.63  0.105
H30 2.33 5.11 -1.77  0.108
H31 1.36 5.20 -3.25  0.111
H32 2.11 2.87 -2.85  0.097
H33 1.41 2.88 -1.25  0.064
Ti1 0.06 -0.42 0.89  0.279
Cl1 1.92 0.50 0.01  0.119
Cl2 -1.74 0.69 0.33  0.141
C19 -0.36 -2.10 0.04  -0.255
H34 -1.41 -2.17 -0.32  0.021
C20 0.41 -3.32 -0.13  -0.335
C21 1.84 -3.28 -0.10  -0.081
C22 2.54 -4.48 -0.11  -0.106
C23 1.88 -5.71 -0.20  -0.108
C24 0.49 -5.74 -0.30  -0.111
C25 -0.24 -4.57 -0.31  -0.065
H35 2.35 -2.31 -0.05  0.071
H36 3.65 -4.44 -0.08  0.107
H37 -0.04 -6.69 -0.41  0.097
H38 -1.34 -4.57 -0.42  0.110
H39 2.45 -6.63 -0.21  0.088
C26 1.49 -0.08 6.79  -0.046
C27 1.11 -0.09 5.35  -0.239
C28 1.49 1.02 4.56  0.009
C29 1.21 0.95 3.20  -0.093
N1 0.61 -0.15 2.69  -0.161
C30 0.21 -1.22 3.42  -0.076
C31 0.47 -1.21 4.78  0.007
H40 2.59 -0.01 6.85  0.102
H41 1.08 0.78 7.35  0.097
H42 1.15 -1.00 7.27  0.078
H43 1.99 1.94 4.94  0.141
H44 1.42 1.75 2.47  0.105
H45 -0.33 -1.99 2.85  0.115
H46 0.15 -2.10 5.38  0.138